This record from the Open Molecules 2025 dataset describes a structure of composition C8H13N3O3Ti. The level of theory is the ωB97M-V functional and the def2-TZVPD basis.

Calculated values
Net charge: +2
E_LUMO (spin up / spin down) in eV: -9.74 / -9.71
<S²>: 2.009
ΔE to the lowest compared entry with this formula, charge and spin in kJ/mol: 152.2
2S+1: 3
HOMO energy (spin up / spin down) in eV: -16.549 / -16.746

Last column: Mulliken spin population.
Positions of all 28 atoms, in Å:
O1 -4.399 -1.042 -2.061  0.00
C1 -3.366 -0.563 -1.919  0.00
Ti1 0.917 0.158 0.563  1.74
C2 0.578 2.086 0.740  -0.02
C3 1.265 -0.367 -1.388  0.00
O2 0.161 3.194 0.705  0.13
O3 1.521 -0.605 -2.522  0.11
C4 -1.863 -2.022 3.893  0.00
N1 -0.420 -2.026 3.876  0.01
C5 0.251 -2.889 4.830  0.00
C6 0.258 -1.460 2.853  -0.03
N2 -0.366 -0.941 1.790  -0.01
N3 1.624 -1.398 2.869  0.02
C7 2.444 -1.278 4.050  0.00
C8 2.446 -0.801 1.688  0.03
H1 -2.189 -2.433 4.843  0.00
H2 -2.305 -2.634 3.098  0.00
H3 -2.274 -1.009 3.817  0.00
H4 0.967 -3.565 4.340  0.00
H5 0.767 -2.309 5.606  0.00
H6 -0.515 -3.484 5.316  0.00
H7 -1.384 -1.063 1.743  0.01
H8 2.825 -2.259 4.354  0.00
H9 3.308 -0.669 3.760  0.00
H10 1.932 -0.758 4.871  0.00
H11 2.058 -1.325 0.721  0.02
H12 2.517 0.348 1.798  -0.01
H13 3.523 -1.031 1.714  -0.01

***

This record from the Open Molecules 2025 dataset describes a structure of composition C8H13N3OS2. The level of theory is the ωB97M-V functional and the def2-TZVPD basis.

Calculated values
E_LUMO in eV: -0.02
ΔE to the lowest compared entry with this formula, charge and spin in kJ/mol: 440.9
HOMO energy in eV: -8.934

Last column: Mulliken charge in e.
Positions of all 27 atoms, in Å:
C1 1.764 -2.350 -1.640  0.62
C2 0.775 1.741 -0.218  1.27
C3 -1.396 -0.849 -0.035  0.17
C4 2.047 2.213 -0.837  -1.48
C5 -0.183 2.919 -0.213  -1.48
C6 -2.274 -2.285 1.858  -1.44
C7 -0.670 0.226 0.793  -0.60
C8 -2.045 -1.879 0.418  -0.05
N1 1.225 -3.155 -2.286  -0.56
N2 2.385 -1.529 -0.878  -0.49
N3 0.629 0.619 0.324  -0.19
O1 3.228 -0.383 1.139  -0.51
S1 -1.316 -0.450 -1.803  -0.23
S2 2.077 -1.025 0.573  0.64
H1 1.748 2.423 -1.823  0.39
H2 2.512 3.155 -0.514  0.38
H3 2.855 1.505 -0.815  0.34
H4 -0.182 3.322 -1.145  0.49
H5 0.232 3.606 0.609  0.32
H6 -1.148 2.591 0.086  0.44
H7 -2.415 -3.367 1.861  0.36
H8 -1.442 -2.007 2.333  0.49
H9 -3.069 -1.782 2.264  0.35
H10 -0.627 -0.282 1.800  0.21
H11 -1.348 1.144 0.833  0.08
H12 -2.464 -2.500 -0.384  0.36
H13 -0.899 -1.623 -2.300  0.13

***

This record from the Open Molecules 2025 dataset describes a structure of composition C8H13N4O7P2Re. The level of theory is the ωB97M-V functional and the def2-TZVPD basis.

Calculated values
Net charge: +3
E_LUMO (spin up / spin down) in eV: -12.18 / -12.44
<S²>: 3.763
ΔE to the lowest compared entry with this formula, charge and spin in kJ/mol: 0.0
2S+1: 4
HOMO energy (spin up / spin down) in eV: -19.099 / -19.157

Last column: Mulliken spin population.
Positions of all 35 atoms, in Å:
Re1 -0.118 0.395 -0.099  2.83
N1 -3.046 1.927 2.381  0.02
C1 -3.866 0.896 1.966  -0.01
C2 -3.144 0.153 1.089  -0.01
N2 -1.889 0.729 0.970  -0.03
C3 -1.874 1.805 1.771  0.01
C4 -0.623 2.547 1.772  0.01
N3 0.338 2.049 0.964  -0.06
C5 1.455 2.882 1.077  -0.01
C6 1.139 3.865 1.948  0.00
N4 -0.164 3.631 2.370  0.02
H1 -3.320 2.645 3.042  0.00
H2 -4.875 0.784 2.327  0.00
H3 -3.435 -0.738 0.559  0.00
H4 2.363 2.718 0.523  0.00
H5 1.712 4.706 2.304  0.00
H6 -0.663 4.215 3.032  0.00
C7 0.376 -3.187 -2.592  0.00
C8 0.594 -1.968 -1.726  -0.03
O1 -0.684 -1.249 -1.377  0.03
P1 1.257 -2.284 -0.050  0.06
O2 2.790 -2.252 0.018  0.01
O3 0.820 -3.681 0.402  0.00
O4 0.555 -1.165 0.824  0.03
P2 1.475 -0.545 -2.530  0.03
O5 2.960 -0.970 -2.734  0.00
O6 0.658 -0.019 -3.609  0.01
O7 1.504 0.347 -1.183  0.09
H7 -0.265 -3.926 -2.115  0.00
H8 1.344 -3.651 -2.795  0.00
H9 -0.053 -2.884 -3.549  0.00
H10 -1.232 -1.176 -2.183  -0.01
H11 3.361 -1.544 -0.326  0.00
H12 1.212 -4.155 1.160  0.00
H13 3.336 -0.900 -3.632  0.00

***

This record from the Open Molecules 2025 dataset describes the ion C8H13N5O2 with charge +2. The level of theory is the ωB97M-V functional and the def2-TZVPD basis.

Calculated values
Net charge: +2
E_LUMO in eV: -7.77
ΔE to the lowest compared entry with this formula, charge and spin in kJ/mol: 109.8
Structure (SMILES): C#[N+][C@@]1(C(=O)NC(=[NH2+])NC(N)=O)C[C@H]1C
HOMO energy in eV: -17.487

Last column: Mulliken charge in e.
Positions of all 28 atoms, in Å:
C1 2.515 0.937 1.135  0.21
N1 1.889 0.025 0.718  0.02
C2 1.080 -0.930 0.329  0.45
C3 -0.123 -0.554 -0.640  0.26
O1 -0.164 -0.762 -1.815  -0.50
N2 -1.201 -0.044 0.090  -0.10
C4 -2.111 0.715 -0.637  0.49
N3 -3.404 0.663 -0.316  -0.28
N4 -1.691 1.514 -1.668  -0.12
C5 -0.404 2.169 -1.731  0.49
N5 -0.062 3.057 -2.714  -0.36
O2 0.456 1.836 -0.913  -0.52
C6 1.681 -2.324 0.143  -0.89
C7 0.798 -2.066 1.334  -0.21
C8 1.061 -2.049 2.812  -1.29
H1 3.042 1.785 1.384  0.58
H2 -1.144 0.260 1.048  0.29
H3 -3.992 1.189 -0.932  0.26
H4 -3.611 -0.100 0.292  0.29
H5 -2.404 1.612 -2.369  0.26
H6 0.871 3.494 -2.641  0.27
H7 -0.608 3.534 -3.369  0.19
H8 2.722 -2.412 0.343  0.36
H9 1.295 -2.888 -0.625  0.33
H10 -0.097 -2.514 1.299  0.54
H11 0.163 -1.628 3.368  0.32
H12 1.454 -3.063 2.990  0.36
H13 1.991 -1.456 3.085  0.30

***

This record from the Open Molecules 2025 dataset describes a cluster of 2 separate species, C8H13NO in total. The level of theory is the ωB97M-V functional and the def2-TZVPD basis.

Calculated values
E_LUMO in eV: 0.85
ΔE to the lowest compared entry with this formula, charge and spin in kJ/mol: 463.2
Structure (SMILES): C=CC/C=N/O.C#CCC
HOMO energy in eV: -9.483

Last column: Mulliken charge in e.
Positions of all 23 atoms, in Å:
C1 -3.283 -1.359 -0.092  -0.80
C2 -2.848 -0.173 0.329  -0.03
C3 -2.239 0.872 -0.562  -0.59
C4 -0.818 1.160 -0.185  0.20
N1 -0.466 2.314 0.212  -0.40
O1 0.839 2.492 0.539  -0.32
H1 -3.726 -2.079 0.592  0.25
H2 -3.233 -1.643 -1.121  0.26
H3 -2.919 0.079 1.394  0.32
H4 -2.799 1.806 -0.477  0.29
H5 -2.289 0.522 -1.610  0.30
H6 -0.108 0.353 -0.260  -0.02
H7 1.304 1.644 0.421  0.32
C5 0.643 -0.720 1.729  0.22
C6 1.312 -0.868 0.720  -0.62
C7 2.129 -1.020 -0.484  -0.35
C8 3.383 -0.144 -0.449  -1.02
H8 0.069 -0.622 2.597  0.40
H9 1.519 -0.779 -1.364  0.30
H10 2.411 -2.078 -0.599  0.35
H11 3.123 0.916 -0.380  0.29
H12 4.016 -0.398 0.411  0.29
H13 3.979 -0.276 -1.362  0.34

***

This record from the Open Molecules 2025 dataset describes a cluster of 2 separate species, C8H13NO in total. The level of theory is the ωB97M-V functional and the def2-TZVPD basis.

Calculated values
E_LUMO in eV: 0.93
ΔE to the lowest compared entry with this formula, charge and spin in kJ/mol: 117.6
Structure (SMILES): [H]/N=C(/C)CC.c1ccoc1
HOMO energy in eV: -8.605

Last column: Mulliken charge in e.
Positions of all 23 atoms, in Å:
H1 -0.600 0.211 1.783  0.25
N1 -0.751 1.024 1.193  -0.70
C1 -1.516 0.853 0.212  0.79
C2 -1.786 2.023 -0.683  -1.45
C3 -2.250 -0.413 -0.183  -0.26
C4 -1.973 -1.617 0.709  -1.43
H2 -1.618 1.763 -1.724  0.34
H3 -2.826 2.328 -0.573  0.38
H4 -1.147 2.855 -0.405  0.36
H5 -3.319 -0.187 -0.171  0.37
H6 -1.983 -0.648 -1.216  0.30
H7 -2.212 -1.392 1.746  0.36
H8 -0.927 -1.915 0.646  0.30
H9 -2.586 -2.460 0.395  0.39
C5 3.089 -1.239 -0.369  -0.59
C6 1.953 -0.448 -0.668  -0.08
C7 2.217 0.790 -0.172  -0.45
O1 3.426 0.814 0.412  -0.30
C8 3.949 -0.416 0.288  -0.33
H10 3.237 -2.272 -0.611  0.39
H11 1.065 -0.760 -1.180  0.51
H12 1.634 1.686 -0.134  0.42
H13 4.924 -0.581 0.703  0.42